A 9-piece molecular cluster, C3H21NO11 overall at a distorted geometry. Source: OMol25; level of theory: ωB97M-V/def2-TZVPD.

Values from the calculation:
Max |F| in eV/A: 4.7
E_HOMO in eV: -9.72
Spin multiplicity: 1
Gap between HOMO and LUMO in eV: 9.7107
Energy in Ha: -1009.2320
LUMO in eV: -0.012

Last column: Mulliken charge in e.
Positions of all 36 atoms, in Å:
O  2.08152  -2.88064  -2.08428  -0.496
C  1.05862  -3.13638  -1.51677  -0.142
C  0.81796  -2.48984  -0.09794  0.334
N  -0.56517  -2.12171  0.12055  0.035
C  -1.00128  -2.16392  1.37942  0.487
O  -1.87608  -1.33824  1.76638  -0.630
O  -0.22329  -3.01373  2.10420  -0.504
H  0.24554  -3.65562  -1.93264  0.455
H  1.23180  -3.20831  0.74803  0.353
H  1.48793  -1.52958  -0.14263  -0.330
H  -0.92720  -1.41144  -0.48547  0.211
H  -0.60521  -3.44124  2.90401  0.356
O  2.88444  0.46324  -0.10060  -0.594
H  3.19332  -0.16359  -0.78065  0.253
H  3.59425  1.08378  -0.22257  0.269
O  -0.43761  1.54010  1.55141  -0.542
H  -0.70685  0.67673  1.86275  0.237
H  0.17727  1.81509  2.34667  0.310
O  2.14548  2.99524  -1.28039  -0.613
H  1.18976  3.10008  -0.94964  0.317
H  2.08076  2.26566  -1.90551  0.315
O  -1.04396  4.21485  1.06509  -0.625
H  -0.80953  3.72869  1.87665  0.323
H  -1.48603  3.58543  0.55932  0.291
O  -1.31046  -1.19234  -2.19406  -0.619
H  -1.31397  -1.66962  -3.05164  0.258
H  -2.27216  -1.09960  -2.18449  0.285
O  -3.63482  0.20236  -0.29188  -0.611
H  -4.09216  1.05603  -0.33279  0.297
H  -2.74914  0.41493  -0.56534  0.347
O  2.18995  1.04013  2.32629  -0.638
H  2.16260  0.45437  1.52033  0.430
H  2.90895  1.61033  2.29792  0.230
O  -1.81630  1.27963  -1.68175  -0.695
H  -1.77224  2.02628  -1.08013  0.284
H  -0.80668  0.96284  -1.54784  0.363

A 11-piece molecular cluster, C3H25O11S overall at a distorted geometry. Source: OMol25; level of theory: ωB97M-V/def2-TZVPD.

Values from the calculation:
Max |F| in eV/A: 1.6
E_HOMO in eV: -4.66
Spin multiplicity: 1
Gap between HOMO and LUMO in eV: 7.6066
Energy in Ha: -1355.2170
LUMO in eV: 2.944
Net charge: -1

Last column: Mulliken charge in e.
Positions of all 40 atoms, in Å:
O  3.10197  -0.30457  1.42067  -0.633
C  2.56837  -1.39569  1.37935  -0.117
C  2.42455  -2.15234  0.07388  0.161
C  0.95585  -2.59153  -0.05286  -0.515
S  -0.18316  -1.44349  0.76133  -0.595
H  2.34209  -1.96253  2.29018  0.360
H  2.76518  -1.58013  -0.78393  -0.244
H  3.18729  -2.94455  0.13095  0.389
H  0.72987  -2.69889  -1.11553  0.049
H  0.78749  -3.60683  0.31505  0.352
H  0.83277  3.37882  -0.46975  0.301
H  -0.56562  2.76788  -0.87067  0.399
O  -0.11685  3.49506  -0.41398  -0.660
H  -3.99861  1.60345  0.63777  0.407
H  -3.69653  0.44024  -0.43107  0.279
O  -3.84085  1.37778  -0.30474  -0.681
H  -2.38663  -1.71036  2.28229  0.321
H  -1.51202  -0.98777  3.25612  0.308
O  -2.43064  -1.25779  3.13576  -0.656
H  -0.59439  2.59974  2.12156  0.328
H  -1.61112  3.66448  1.65792  0.317
O  -1.28430  3.19425  2.43032  -0.661
H  1.41660  -2.85798  -3.13139  0.299
H  0.35388  -1.74495  -3.02413  0.369
O  1.29681  -1.90917  -3.18868  -0.667
H  -0.10880  0.47986  -1.23139  0.282
H  -1.45315  1.17472  -0.94328  0.376
O  -0.76706  1.07109  -1.62921  -0.828
H  -2.98325  1.75746  2.67722  0.347
H  -3.53988  0.33941  2.72076  0.357
O  -3.69577  1.21030  2.30927  -0.690
H  2.97888  2.54919  0.46910  0.235
H  2.18270  1.23581  0.36962  0.328
O  2.11242  2.19644  0.25678  -0.563
H  -1.69175  -1.42856  -1.46135  0.227
H  -1.57643  -0.38469  -2.36616  0.491
O  -1.72105  -1.35001  -2.41325  -0.739
H  2.93634  -0.73863  -2.61070  0.341
H  3.17328  0.64313  -1.94406  0.325
O  3.61152  -0.12869  -2.30979  -0.699

A 10-piece molecular cluster, C3H26N6O10 overall at a distorted geometry. Source: OMol25; level of theory: ωB97M-V/def2-TZVPD.

Values from the calculation:
Max |F| in eV/A: 3.3
E_HOMO in eV: -9.65
Spin multiplicity: 1
Gap between HOMO and LUMO in eV: 10.0229
Energy in Ha: -1210.9821
LUMO in eV: 0.369
ΔE to the lowest compared entry with this formula, charge and spin in kcal per mole: 6.1

Last column: Mulliken charge in e.
Positions of all 45 atoms, in Å:
N  3.75391  -0.45488  0.28985  -0.475
C  3.38860  -0.19100  -1.03456  0.703
N  4.33932  -0.36547  -1.98319  -0.418
O  2.26200  0.18870  -1.38908  -0.607
H  4.55905  -1.05382  0.29553  0.265
H  2.94005  -0.84660  0.77095  0.162
H  5.32300  -0.56079  -1.74654  0.183
H  4.07262  -0.18878  -2.99418  0.226
N  -0.56398  1.00417  3.87214  -0.375
C  0.25069  1.41511  2.83828  0.496
N  1.40316  0.70555  2.67968  -0.345
O  -0.02149  2.36022  2.15904  -0.766
H  -0.54379  0.04331  4.18040  0.225
H  -1.47580  1.45543  4.04496  0.239
H  1.43097  -0.33573  2.77282  0.244
H  2.02948  1.17289  2.02631  0.242
N  -1.34687  -2.14989  2.26052  -0.342
C  -0.30973  -1.75398  1.45529  0.427
N  -0.54370  -0.86428  0.39654  0.098
O  0.79309  -2.04930  1.90117  -0.818
H  -2.33284  -1.84246  2.13397  0.229
H  -0.97099  -2.67303  2.99968  0.212
H  -1.46426  -0.97015  -0.06047  0.244
H  0.25853  -0.60067  -0.23080  0.055
O  -3.81704  -1.01012  1.06187  -0.602
H  -3.83530  -0.33528  0.36213  0.328
H  -4.67119  -1.12283  1.39746  0.246
O  -2.59074  0.26387  -1.64461  -0.630
H  -2.30282  0.19340  -2.59189  0.323
H  -2.19610  1.04629  -1.21618  0.345
O  1.16043  1.39143  -3.63085  -0.698
H  1.94752  1.25661  -3.08213  0.317
H  0.77466  2.26042  -3.42964  0.273
O  2.20329  -3.27020  -0.33430  -0.633
H  1.81700  -4.14553  -0.30675  0.291
H  1.83701  -2.90259  0.46712  0.299
O  -1.13941  -0.08987  -3.93605  -0.657
H  -1.60958  -0.20077  -4.77651  0.284
H  -0.26635  0.35983  -3.99091  0.430
O  -0.91062  2.34386  -0.52363  -0.639
H  -0.01123  2.40709  -0.84080  0.264
H  -0.74745  2.31200  0.42604  0.351
O  -4.65891  2.67819  -0.23477  -0.655
H  -4.46119  2.16416  -1.01672  0.326
H  -3.75300  2.95550  0.20284  0.334

A 10-piece molecular cluster, C3H26N6O10 overall at a distorted geometry. Source: OMol25; level of theory: ωB97M-V/def2-TZVPD.

Values from the calculation:
Max |F| in eV/A: 5.8
E_HOMO in eV: -9.86
Spin multiplicity: 1
Gap between HOMO and LUMO in eV: 9.9054
Energy in Ha: -1210.8620
LUMO in eV: 0.042
ΔE to the lowest compared entry with this formula, charge and spin in kcal per mole: 81.4

Last column: Mulliken charge in e.
Positions of all 45 atoms, in Å:
N  -1.71678  -34.39804  -10.99536  -0.376
C  -2.86719  -33.99854  -10.50375  0.642
N  -3.28350  -34.54630  -9.34808  -0.389
O  -3.51528  -33.11291  -10.99427  -0.639
H  -1.30942  -33.89620  -11.77145  0.218
H  -1.22492  -35.21948  -10.67380  0.167
H  -4.08631  -34.18199  -8.85525  0.208
H  -2.87185  -35.44049  -9.12215  0.170
N  -14.93330  -27.22000  -3.25642  -0.427
C  -14.10659  -28.16484  -3.05072  0.648
N  -14.45984  -29.26698  -3.60213  -0.344
O  -13.06193  -27.97828  -2.43892  -0.678
H  -15.46321  -27.46102  -4.08177  0.192
H  -14.40705  -26.36858  -3.12134  0.259
H  -13.92910  -30.12484  -3.55220  0.217
H  -15.27842  -29.21107  -4.19112  0.133
N  -10.00833  -35.92846  -6.77934  -0.379
C  -9.15399  -36.74456  -7.25434  0.669
N  -9.25185  -37.01989  -8.54911  -0.392
O  -8.27467  -37.18134  -6.54514  -0.679
H  -9.96065  -35.75765  -5.78502  0.225
H  -10.58970  -35.42924  -7.43726  0.174
H  -8.53755  -37.59496  -8.97239  0.219
H  -9.92894  -36.52144  -9.10875  0.163
O  -8.46849  -30.24709  -4.31304  -0.646
H  -9.23607  -29.80908  -3.94533  0.327
H  -8.63548  -31.17954  -4.17561  0.319
O  -5.18283  -25.81242  -2.69833  -0.640
H  -5.16284  -26.12786  -3.60185  0.321
H  -6.09800  -25.57633  -2.54676  0.319
O  -7.83208  -27.97131  2.24897  -0.639
H  -8.22870  -28.10439  1.38803  0.319
H  -6.89553  -28.10724  2.10535  0.320
O  -4.29955  -29.08091  -7.12475  -0.638
H  -3.83434  -29.82309  -7.51074  0.320
H  -4.71738  -29.44032  -6.34213  0.317
O  -11.13242  -34.03223  -0.74861  -0.646
H  -10.28655  -34.23878  -0.35106  0.323
H  -11.77517  -34.25810  -0.07624  0.322
O  -6.49934  -35.42411  -1.74329  -0.640
H  -6.46967  -36.00389  -2.50434  0.324
H  -5.76028  -34.82842  -1.86645  0.316
O  -8.42051  -30.54598  -9.40793  -0.645
H  -8.15704  -30.19559  -8.55701  0.321
H  -7.62305  -30.93850  -9.76318  0.323

A 10-piece molecular cluster, C3H26NO11S2 overall at a distorted geometry. Source: OMol25; level of theory: ωB97M-V/def2-TZVPD.

Values from the calculation:
Max |F| in eV/A: 3.3
E_HOMO in eV: -11.43
Spin multiplicity: 1
Gap between HOMO and LUMO in eV: 8.4183
Energy in Ha: -1808.4025
LUMO in eV: -3.007
Net charge: +1

Last column: Mulliken charge in e.
Positions of all 43 atoms, in Å:
N  0.04230  -0.13996  0.03845  0.588
C  -0.60091  -0.83276  1.21669  0.155
C  -1.11957  -2.19745  0.80047  0.090
O  -0.16822  -3.14223  1.18487  -0.464
O  -2.21288  -2.49978  0.46249  -0.431
C  -1.52393  0.00206  2.06775  -0.638
S  -0.73586  1.30921  2.97368  -0.018
S  -0.87420  3.25850  2.30913  -0.206
H  0.66378  -0.69896  -0.60724  0.261
H  0.80817  0.43560  0.38707  0.191
H  -0.55662  0.41297  -0.63421  -0.111
H  0.36218  -1.03051  1.78901  0.491
H  0.00077  -3.83111  0.53043  0.327
H  -2.50172  0.18832  1.54099  0.480
H  -1.82578  -0.67223  2.94561  0.355
H  -2.21616  3.36009  2.13996  0.151
H  -3.34751  -0.84037  -2.53620  0.403
H  -2.05010  -0.57266  -2.40311  0.264
O  -2.86198  -0.47629  -1.77397  -0.651
H  1.47482  2.71768  -0.64614  0.241
H  1.98548  2.71797  0.85509  0.306
O  1.95078  2.22523  0.02977  -0.537
H  2.06428  1.13186  -2.42058  0.232
H  2.21604  1.40940  -0.97181  0.328
O  2.41356  0.69614  -1.63086  -0.641
H  -2.73810  0.59216  -0.43969  0.229
H  -3.64303  1.74993  -0.28381  0.291
O  -2.75293  1.47965  -0.01842  -0.538
H  -0.48729  1.69958  -2.38004  0.246
H  -1.15497  2.21579  -1.11875  0.313
O  -0.28720  1.93391  -1.46465  -0.575
H  2.28743  -1.64671  -2.27525  0.284
H  1.74063  -2.92418  -1.79637  0.271
O  1.42264  -2.02477  -2.01454  -0.642
H  1.60230  -1.51351  3.98789  0.283
H  0.74936  -2.62386  3.43476  0.283
O  0.76774  -1.64936  3.49636  -0.569
H  -0.02811  -1.23120  -2.73736  0.234
H  -0.59841  -0.26269  -3.86923  0.310
O  -0.61325  -0.48016  -2.92803  -0.599
H  3.43997  0.27040  1.17645  0.282
H  4.54198  0.95590  0.36911  0.345
O  4.36452  0.52842  1.21422  -0.616

A 11-piece molecular cluster, C3H28NO12 overall at a distorted geometry. Source: OMol25; level of theory: ωB97M-V/def2-TZVPD.

Values from the calculation:
Max |F| in eV/A: 5.0
E_HOMO in eV: -5.38
Spin multiplicity: 1
Gap between HOMO and LUMO in eV: 8.2201
Energy in Ha: -1088.7121
LUMO in eV: 2.841
Net charge: -1
ΔE to the lowest compared entry with this formula, charge and spin in kcal per mole: 45.3

Last column: Mulliken charge in e.
Positions of all 44 atoms, in Å:
C  -0.79792  -0.32410  0.73573  -0.457
O  -1.59264  -0.96853  -0.19214  -0.765
C  0.71640  -0.51998  0.14491  1.012
C  1.28720  0.89197  -0.01118  -0.491
O  1.38647  1.34469  -1.31759  -0.555
N  1.42837  -1.29601  1.17674  -0.537
H  -1.19077  -0.66218  1.77164  0.267
H  -0.89877  0.73524  0.50926  -0.025
H  0.60439  -1.00019  -0.89151  0.061
H  0.67595  1.71235  0.54779  -0.138
H  2.28911  0.84387  0.45367  0.242
H  1.23428  0.75219  -2.03254  0.445
H  2.39830  -1.04721  1.08211  0.319
H  1.27558  -2.25012  1.02043  0.234
H  -0.42866  4.18531  1.24852  0.318
H  -1.83775  4.27746  0.34661  0.355
O  -1.31641  4.53452  1.24340  -0.682
H  -2.29199  -0.55569  -2.79163  0.367
H  -1.54154  -0.15664  -1.65164  0.316
O  -1.66399  0.09066  -2.61836  -0.870
H  0.27649  0.61897  3.11310  0.295
H  1.48920  -0.35938  3.22727  0.363
O  1.19253  0.59822  3.45013  -0.795
H  -0.75125  -2.13303  -2.53828  0.316
H  -1.20202  -1.95379  -1.09630  0.288
O  -1.12084  -2.74213  -1.82794  -0.873
H  -3.01430  -0.77835  1.23551  0.323
H  -4.49434  -0.69952  1.94670  0.250
O  -3.63383  -0.35106  1.87980  -0.674
H  4.19038  0.02417  0.58448  0.318
H  3.60104  0.22089  -0.79863  0.363
O  4.20403  -0.31620  -0.25481  -0.652
H  2.60172  0.99677  2.76522  0.438
H  3.82606  1.79570  2.85416  0.286
O  3.43003  1.12287  2.35542  -0.594
H  -2.30389  1.91241  -2.33937  0.335
H  -2.94912  1.71993  -1.00354  0.286
O  -2.81705  2.29941  -1.67427  -0.638
H  -0.96413  -3.66659  -0.37199  0.336
H  -1.67945  -3.99508  0.97786  0.300
O  -0.97912  -4.31926  0.38135  -0.693
H  -0.15913  -0.18524  -3.39372  0.386
H  0.87869  -0.45283  -4.48030  0.278
O  0.64269  0.05550  -3.76607  -0.659

A 11-piece molecular cluster, C3H29NO10S overall at a distorted geometry. Source: OMol25; level of theory: ωB97M-V/def2-TZVPD.

Values from the calculation:
Max |F| in eV/A: 4.4
E_HOMO in eV: -8.27
Spin multiplicity: 1
Gap between HOMO and LUMO in eV: 8.2272
Energy in Ha: -1336.8927
LUMO in eV: -0.043
ΔE to the lowest compared entry with this formula, charge and spin in kcal per mole: 117.1

Last column: Mulliken charge in e.
Positions of all 44 atoms, in Å:
C  -1.90755  0.46145  -3.19534  -1.154
N  -0.98973  0.98017  -2.28325  0.246
C  -0.80995  2.46846  -2.12473  -1.043
C  -0.05479  2.87890  -0.84216  -0.205
S  -0.76985  4.44549  -0.61864  -0.271
H  -2.96336  0.32045  -2.92351  0.326
H  -1.60929  -0.61000  -3.40753  0.226
H  -1.70014  0.61914  -4.16980  0.442
H  -1.10239  0.69366  -1.33356  0.039
H  -0.36295  2.94736  -2.95933  0.479
H  -1.77637  3.04104  -2.23277  0.518
H  -0.27103  2.29250  -0.04254  0.132
H  0.95760  2.90816  -1.08771  0.299
H  0.33716  5.20446  -0.76641  0.126
O  -0.59928  -0.48877  0.10290  -0.595
H  -0.53165  0.30697  0.59934  0.169
H  0.31137  -0.82228  0.06831  0.403
O  0.84585  -3.69254  -3.04126  -0.693
H  1.23437  -2.92759  -2.57603  0.326
H  0.57053  -4.30443  -2.35567  0.369
O  -1.08878  -3.78396  -1.40451  -0.729
H  -0.80420  -3.01141  -0.87853  0.357
H  -1.20082  -3.49491  -2.26520  0.348
O  1.83516  -1.01756  0.83088  -0.547
H  1.62560  -1.81995  1.35635  0.405
H  2.50935  -0.69930  1.40595  0.036
O  -0.19699  -0.02819  3.80350  -0.667
H  -0.98833  -0.46787  4.06203  0.270
H  -0.27083  0.88510  3.79131  0.281
O  -3.06197  0.37648  2.77836  -0.584
H  -3.99476  0.34505  2.25793  0.302
H  -3.47112  0.63966  3.61707  0.301
O  3.35108  -0.64840  3.25500  -0.576
H  4.01590  -0.21453  2.72328  0.338
H  3.59797  -1.50573  3.49774  0.289
O  -0.07700  -2.43633  2.18050  -0.679
H  -0.98357  -2.77613  2.21053  0.292
H  0.00865  -1.45841  2.29888  0.316
O  1.69544  1.32532  2.33235  -0.608
H  1.14849  0.48424  2.59599  0.466
H  2.39427  1.00421  1.75904  0.282
O  1.86579  0.11056  -2.25308  -0.599
H  1.10909  0.46706  -2.83848  0.315
H  2.17306  1.00238  -1.92719  0.254